112
Properties=species:S:1:pos:R:3:forces:R:3:lowdin_charge:R:1 method="wB97M-V/def2-TZVPD" spin_multiplicity=1 molar_mass_g_mol=830.77 gap_ev=4.3290 fmax_ev_per_a=2.3 de_lowest_kj_mol=0.0 total_energy_ha=-5621.0966 charge=-1
Sc -1.015 0.452 0.635 -1.2 0.3 1.9 0.6592
C 0.548 3.404 -2.862 0.0 0.0 -0.1 -0.0560
C 1.298 2.772 -1.686 0.1 0.0 -0.2 -0.3767
C 2.712 3.346 -1.586 0.0 0.1 0.1 -0.0705
C 1.335 1.276 -1.821 0.1 -0.1 0.0 -0.2521
C 2.248 0.556 -2.604 0.0 0.1 -0.1 0.0276
C 1.900 -0.771 -2.480 0.0 0.0 0.1 -0.1992
C 2.741 -1.917 -3.005 -0.2 -0.1 0.0 -0.3451
C 2.147 -2.709 -4.171 0.0 0.0 0.0 -0.0616
C 3.230 -2.847 -1.889 0.0 0.0 0.0 -0.0506
N 0.811 -0.823 -1.678 -0.1 0.0 0.1 0.0437
N 0.482 0.431 -1.230 0.4 -0.1 -0.6 0.0562
B -0.013 -2.069 -1.263 0.0 0.0 0.1 -0.5096
N -1.567 -1.884 -1.318 0.1 0.1 0.1 0.0619
N -2.194 -1.421 -0.185 0.1 0.0 -0.1 0.0341
C -3.478 -1.738 -0.280 0.0 -0.1 -0.1 -0.2789
C -3.702 -2.393 -1.501 -0.2 -0.1 0.0 0.0332
C -2.479 -2.466 -2.129 0.0 0.0 0.1 -0.2186
C -2.221 -3.029 -3.496 0.2 0.0 0.0 -0.3433
C -1.479 -2.019 -4.377 0.0 0.0 0.0 -0.0422
C -1.569 -4.417 -3.490 0.0 0.0 0.0 -0.0573
C -4.510 -1.497 0.791 0.1 0.1 0.1 -0.3594
C -4.977 -0.039 0.866 0.0 0.0 0.0 -0.0798
C -4.019 -1.989 2.156 -0.1 -0.1 0.0 -0.0770
N 0.342 -2.425 0.199 -0.1 0.1 -0.1 0.0415
N 0.309 -1.448 1.144 0.2 0.1 0.0 0.0618
C 0.527 -2.039 2.319 0.0 -0.1 -0.1 -0.2510
C 0.681 -3.419 2.133 0.0 0.0 0.0 0.0417
C 0.537 -3.623 0.769 0.0 -0.1 0.1 -0.2076
C 0.513 -4.924 0.017 0.0 0.0 0.0 -0.3634
C -0.768 -5.700 0.351 0.0 0.0 0.0 -0.0520
C 1.757 -5.758 0.324 0.0 -0.1 0.0 -0.0631
C 0.549 -1.248 3.586 0.1 0.1 0.1 -0.3797
C 1.822 -0.403 3.677 0.0 0.0 0.0 -0.0566
C 0.396 -2.143 4.809 0.0 0.0 0.1 -0.0782
H 0.478 4.490 -2.726 0.0 -0.1 0.0 0.0738
H -0.465 3.003 -2.934 0.1 0.0 0.0 0.0350
H 1.070 3.204 -3.806 0.0 0.0 0.1 0.0783
H 0.756 3.010 -0.777 -0.1 0.0 0.1 0.0730
H 3.287 3.156 -2.499 0.0 0.0 0.1 0.0693
H 3.263 2.918 -0.741 0.0 0.0 -0.1 0.0748
H 2.665 4.433 -1.450 0.0 -0.1 0.0 0.0612
H 3.070 0.949 -3.186 -0.1 0.0 0.1 0.1087
H 3.622 -1.410 -3.400 0.1 0.1 0.0 0.1252
H 1.298 -3.314 -3.858 0.0 0.0 0.0 0.0488
H 2.906 -3.382 -4.583 0.0 0.0 0.0 0.0772
H 1.812 -2.042 -4.969 0.0 0.0 0.0 0.0825
H 2.406 -3.429 -1.475 0.0 0.0 0.0 0.0471
H 3.678 -2.274 -1.072 0.0 -0.1 -0.1 0.0927
H 3.981 -3.544 -2.279 -0.1 0.1 0.0 0.0802
H 0.290 -2.964 -1.994 0.0 0.1 0.0 0.0929
H -4.647 -2.758 -1.882 0.1 0.0 0.0 0.1122
H -3.216 -3.165 -3.919 -0.1 0.0 -0.1 0.1286
H -0.526 -1.735 -3.931 0.0 0.0 0.0 0.0531
H -2.069 -1.107 -4.492 0.0 -0.1 0.0 0.0881
H -1.285 -2.437 -5.370 0.0 0.0 0.0 0.0796
H -0.529 -4.380 -3.169 0.0 0.0 0.0 0.0403
H -1.596 -4.846 -4.497 0.0 0.0 0.1 0.0767
H -2.104 -5.093 -2.815 0.0 0.1 -0.1 0.0806
H -5.363 -2.113 0.489 -0.1 0.0 0.0 0.1238
H -4.161 0.608 1.189 0.0 0.0 0.0 0.0291
H -5.783 0.054 1.602 0.1 0.0 -0.1 0.0780
H -5.336 0.320 -0.102 0.0 0.0 0.1 0.0655
H -3.163 -1.395 2.484 0.1 0.0 0.0 0.0359
H -3.733 -3.046 2.112 0.0 0.1 0.0 0.0715
H -4.812 -1.871 2.902 0.0 0.0 -0.1 0.0726
H 0.844 -4.171 2.893 0.0 0.1 -0.1 0.1070
H 0.494 -4.704 -1.052 0.0 0.0 0.0 0.0993
H -0.805 -5.930 1.420 0.0 0.0 -0.1 0.0803
H -0.808 -6.641 -0.208 0.0 0.1 0.0 0.0753
H -1.654 -5.108 0.104 0.1 0.0 0.0 0.0789
H 1.821 -5.973 1.394 0.0 0.0 -0.1 0.0764
H 2.669 -5.234 0.030 0.0 0.0 0.0 0.0698
H 1.718 -6.711 -0.213 0.0 0.1 0.0 0.0764
H -0.317 -0.573 3.534 0.0 -0.1 0.0 0.0683
H 2.712 -1.040 3.752 -0.1 0.0 0.0 0.0822
H 1.788 0.254 4.552 0.0 0.0 -0.1 0.0829
H 1.928 0.224 2.789 0.0 -0.1 0.1 0.0485
H 1.269 -2.796 4.943 -0.1 0.0 0.0 0.0742
H -0.496 -2.770 4.728 0.1 0.0 0.0 0.0803
H 0.295 -1.529 5.707 0.0 0.0 0.0 0.0754
C -1.832 0.908 2.541 0.6 -0.6 -1.1 -0.2974
H -2.803 1.416 2.655 -0.1 -0.1 0.0 -0.1019
H -1.238 1.208 3.428 0.0 0.0 -0.1 -0.1087
Se -2.712 1.556 -1.519 0.1 0.1 0.0 0.5889
C -3.340 3.029 -0.642 -0.2 0.4 0.3 -0.8661
N -3.701 3.961 -0.044 0.2 -0.3 -0.3 0.0275
N -0.418 2.848 0.923 0.0 0.1 -1.3 -0.4030
S -0.379 4.006 1.973 -0.2 0.1 0.6 1.0462
C 1.262 3.859 2.622 -0.1 0.1 0.0 -0.3970
C 1.691 4.769 3.574 0.2 0.2 0.2 -0.0850
C 2.974 4.655 4.087 -0.1 0.1 0.0 -0.0813
C 3.807 3.627 3.657 0.1 0.1 0.1 -0.0881
C 3.356 2.717 2.720 -0.1 -0.1 -0.2 -0.0762
C 2.071 2.832 2.195 0.3 -0.1 -0.1 -0.0848
C -0.202 5.553 1.053 0.2 -0.1 -0.1 -0.3569
C -1.392 6.220 0.814 -0.1 0.1 0.0 -0.0954
C -1.398 7.321 -0.037 -0.1 0.0 0.1 -0.0747
C -0.223 7.741 -0.638 0.0 0.0 0.0 -0.0918
C 0.967 7.062 -0.397 0.0 -0.1 0.0 -0.0863
C 0.980 5.959 0.444 0.1 0.1 0.0 -0.0812
H -1.377 2.932 0.559 0.1 -0.2 0.1 -0.0658
H 1.027 5.564 3.902 0.1 0.0 0.0 0.1162
H 3.324 5.364 4.828 0.0 0.0 0.0 0.1003
H 4.810 3.540 4.057 0.0 0.0 0.0 0.0999
H 3.997 1.907 2.394 0.0 0.0 0.0 0.1100
H 1.694 2.147 1.447 0.0 0.0 0.0 0.0904
H -2.316 5.853 1.251 0.1 0.0 -0.1 0.0887
H -2.330 7.835 -0.243 0.0 0.0 0.0 0.1053
H -0.233 8.594 -1.307 0.0 0.0 0.0 0.0982
H 1.885 7.382 -0.877 0.0 0.0 0.0 0.1013
H 1.902 5.416 0.625 -0.1 0.0 0.0 0.1061

***

114
Properties=species:S:1:pos:R:3:forces:R:3:lowdin_charge:R:1 method="wB97M-V/def2-TZVPD" spin_multiplicity=1 molar_mass_g_mol=1185.14 gap_ev=6.4455 fmax_ev_per_a=0.3 total_energy_ha=-3295.7309 charge=-1
Tl -0.156 0.124 0.037 0.0 -0.1 0.0 0.6757
C 0.667 -2.325 4.640 0.0 0.0 0.0 -0.0459
C 1.711 -1.612 3.770 0.0 0.0 0.0 -0.3530
C 3.088 -2.203 4.064 0.0 0.1 0.1 -0.1005
C 1.650 -0.111 3.986 0.0 0.0 0.0 -0.1197
C 2.543 0.529 4.837 0.0 0.0 0.0 -0.0325
C 2.476 1.895 5.058 0.0 0.0 0.0 -0.0749
C 1.503 2.647 4.427 0.0 0.0 0.0 -0.0409
C 0.583 2.052 3.568 0.0 0.0 0.0 -0.1361
C -0.502 2.894 2.929 0.0 0.0 0.0 -0.4069
C 0.037 4.165 2.274 0.0 0.0 0.0 -0.0816
C -1.604 3.231 3.936 0.0 0.0 0.0 -0.0465
C 0.671 0.671 3.357 0.0 0.0 0.0 -0.1556
N -0.234 0.029 2.449 0.0 0.0 0.0 0.0126
C -1.390 -0.296 2.901 0.0 0.0 0.0 -0.1157
C -2.459 -1.026 2.255 0.0 0.0 0.0 -0.1369
C -3.660 -1.055 2.992 0.0 0.0 0.0 -0.0525
C -4.725 -1.844 2.646 0.0 0.0 0.0 -0.1012
C -4.577 -2.690 1.538 0.0 0.0 0.0 -0.0787
C -3.423 -2.704 0.800 0.0 0.0 0.0 -0.0380
C -2.329 -1.837 1.084 0.0 0.0 0.0 -0.2533
N -1.228 -1.817 0.297 -0.1 0.0 0.0 -0.0427
C -0.979 -2.951 -0.525 0.0 0.0 0.0 -0.1962
C -1.195 -2.916 -1.915 0.0 0.0 0.0 -0.1337
C -0.979 -4.078 -2.649 0.0 0.0 0.0 -0.0393
C -0.555 -5.248 -2.043 0.0 0.0 0.0 -0.0730
C -0.303 -5.258 -0.684 0.0 0.0 0.0 -0.0381
C -0.492 -4.119 0.089 0.0 0.0 0.0 -0.1258
C -0.147 -4.169 1.568 0.0 0.0 0.0 -0.3570
C -1.120 -5.058 2.346 0.0 0.0 0.0 -0.0467
C 1.293 -4.639 1.777 0.0 0.0 0.0 -0.0487
C -1.684 -1.661 -2.618 0.0 0.0 0.0 -0.3752
C -1.371 -1.642 -4.112 0.0 0.0 0.0 -0.0779
C -3.180 -1.429 -2.390 0.0 0.0 0.0 -0.0389
H 0.753 -3.407 4.521 0.0 0.0 0.0 0.0638
H -0.357 -2.047 4.390 0.0 0.0 0.0 0.0633
H 0.834 -2.087 5.693 0.0 0.0 0.0 0.0872
H 1.480 -1.802 2.717 0.0 0.0 0.0 0.1156
H 3.297 -2.195 5.138 0.0 0.0 0.0 0.0749
H 3.881 -1.670 3.541 0.0 0.0 0.0 0.0613
H 3.127 -3.236 3.721 0.0 0.0 0.0 0.0547
H 3.314 -0.049 5.328 0.0 0.0 0.0 0.1022
H 3.188 2.372 5.721 0.0 0.0 0.0 0.0987
H 1.449 3.714 4.603 0.0 0.0 0.0 0.1075
H -0.961 2.306 2.138 0.0 0.0 0.0 0.0192
H 0.404 4.879 3.015 0.0 0.0 0.0 0.0717
H -0.757 4.651 1.703 0.0 0.0 0.0 0.0681
H 0.856 3.935 1.589 0.0 0.0 0.0 0.0768
H -1.206 3.830 4.759 0.0 0.0 0.0 0.0803
H -2.042 2.328 4.365 0.0 0.0 0.0 0.0682
H -2.399 3.798 3.449 0.0 0.0 0.0 0.0846
H -1.612 -0.026 3.938 0.0 0.0 0.0 0.1350
H -3.722 -0.430 3.877 0.0 0.0 0.0 0.1096
H -5.638 -1.834 3.223 0.0 0.0 0.0 0.0933
H -5.389 -3.349 1.252 0.0 0.0 0.0 0.1043
H -3.337 -3.368 -0.049 0.0 0.0 0.0 0.1182
H -1.143 -4.071 -3.718 0.0 0.0 0.0 0.0989
H -0.399 -6.141 -2.635 0.0 0.0 0.0 0.0981
H 0.063 -6.164 -0.216 0.0 0.0 0.0 0.1070
H -0.224 -3.153 1.959 0.0 0.0 0.0 0.1062
H -1.064 -6.091 1.991 0.0 0.0 0.0 0.0770
H -2.150 -4.718 2.240 0.0 0.0 0.0 0.0686
H -0.867 -5.056 3.409 0.0 0.0 0.0 0.0714
H 1.439 -5.655 1.405 0.0 0.0 0.0 0.0767
H 1.537 -4.647 2.842 0.0 0.0 0.0 0.0623
H 2.008 -3.989 1.274 0.0 0.0 0.0 0.0638
H -1.161 -0.797 -2.201 0.0 0.0 0.0 0.0503
H -2.004 -2.340 -4.667 0.0 0.0 0.0 0.0789
H -0.327 -1.900 -4.301 0.0 0.0 0.0 0.0738
H -1.549 -0.641 -4.505 0.0 0.0 0.0 0.0625
H -3.756 -2.277 -2.771 0.0 0.0 0.0 0.0899
H -3.511 -0.528 -2.913 0.0 0.0 0.0 0.0774
H -3.414 -1.304 -1.334 0.0 0.0 0.0 0.0611
N 1.953 -1.275 -2.341 -0.2 0.1 -0.1 0.2060
C 2.386 -1.476 -1.085 0.0 0.0 0.2 -0.4851
O 1.796 -0.931 -0.086 0.1 0.0 -0.1 -0.1482
C 3.512 -2.312 -0.889 0.0 0.0 0.0 -0.2065
C 4.156 -2.857 -2.023 0.1 0.0 0.0 -0.2562
N 4.636 -3.247 -3.000 0.0 0.0 0.0 0.1121
C 4.039 -2.567 0.394 -0.1 0.0 0.0 -0.2178
N 4.470 -2.798 1.441 0.2 0.0 -0.2 0.1525
H 1.286 -0.540 -2.575 0.1 0.0 0.0 0.0485
H 2.459 -1.711 -3.093 0.0 0.0 0.0 0.0929
C 2.672 2.996 -5.508 0.0 0.0 0.0 -0.1105
N 1.767 1.953 -5.082 0.0 0.0 0.0 -0.3063
C 1.901 0.693 -5.791 0.0 0.0 0.0 -0.0991
P 0.485 2.163 -4.052 0.0 -0.2 0.1 0.4956
O 0.324 0.985 -3.162 0.0 -0.2 0.0 -0.3593
N 0.784 3.547 -3.220 0.0 0.1 0.0 -0.3132
C 1.743 3.531 -2.130 0.0 0.0 0.0 -0.1084
C 0.182 4.839 -3.486 0.0 0.0 0.0 -0.1016
N -0.848 2.380 -5.003 0.0 0.0 0.0 -0.2961
C -0.808 3.015 -6.304 0.0 0.0 0.0 -0.1059
C -2.181 2.288 -4.418 0.0 0.0 0.0 -0.1279
H 2.531 3.249 -6.567 0.0 0.0 0.0 0.0767
H 3.710 2.674 -5.379 0.0 0.0 0.0 0.0865
H 2.515 3.895 -4.916 0.0 0.0 0.0 0.0670
H 1.713 0.818 -6.865 0.0 0.0 0.0 0.0814
H 1.188 -0.030 -5.398 0.0 0.0 0.0 0.0655
H 2.910 0.289 -5.666 0.0 0.0 0.0 0.0872
H 2.059 2.510 -1.921 0.0 0.0 0.0 0.0792
H 1.284 3.937 -1.224 0.0 0.0 0.0 0.0657
H 2.629 4.131 -2.373 0.0 0.0 0.0 0.0826
H -0.596 4.753 -4.240 0.0 0.0 0.0 0.0610
H 0.932 5.561 -3.834 0.0 0.0 0.0 0.0812
H -0.291 5.227 -2.580 0.0 0.0 0.0 0.0567
H 0.212 3.051 -6.682 0.0 0.0 0.0 0.0634
H -1.204 4.037 -6.274 0.0 0.0 0.0 0.0808
H -1.416 2.444 -7.012 0.0 0.0 0.0 0.0852
H -2.141 1.693 -3.509 0.0 0.0 0.0 0.0094
H -2.852 1.798 -5.129 0.0 0.0 0.0 0.0866
H -2.590 3.271 -4.161 0.0 0.0 0.0 0.0283
I -1.685 2.325 -0.632 0.1 0.0 0.0 0.3050
I -3.487 4.714 -1.459 0.0 0.0 0.0 -0.3214